{"formula": "C6H15N2", "method": "the ωB97M-V functional and the def2-TZVPD basis", "e_above_lowest_kj_mol": 207.5, "homo_lumo_gap_ha": 0.33875, "max_force_ev_per_a": 1.18, "total_charge": 1, "symbols": ["C", "C", "N", "N", "H", "H", "H", "H", "H", "H", "H", "C", "C", "C", "C", "H", "H", "H", "H", "H", "H", "H", "H"], "xyz": [[1.995, -0.416, 1.641], [1.825, 0.104, 0.435], [1.558, 1.552, 0.281], [2.259, -1.732, 1.955], [1.997, 0.213, 2.528], [1.656, -0.412, -0.494], [0.638, 1.674, -0.161], [1.511, 2.028, 1.184], [2.248, 2.019, -0.309], [2.109, -2.362, 1.183], [1.802, -2.033, 2.803], [-1.817, 0.565, -0.974], [-1.290, -0.644, -0.795], [-1.735, -1.675, 0.186], [-1.565, 1.533, -2.083], [-2.599, 0.835, -0.262], [-0.408, -0.900, -1.392], [-2.129, -2.563, -0.301], [-0.961, -1.945, 0.903], [-2.552, -1.239, 0.769], [-0.830, 1.169, -2.799], [-1.208, 2.500, -1.710], [-2.505, 1.729, -2.588]], "forces_ev_per_angstrom": [[0.314, -0.477, 0.944], [-0.356, 0.355, -0.483], [-0.312, -0.210, 0.076], [-0.512, 0.693, -0.615], [-0.048, 0.196, -0.154], [0.288, -0.238, 0.033], [-0.068, -0.042, -0.024], [0.158, 0.024, -0.032], [0.094, 0.051, 0.083], [0.091, -0.325, 0.053], [0.225, -0.157, 0.121], [-0.457, -0.366, 0.675], [1.077, 0.226, -0.426], [-0.584, 0.819, 0.541], [0.482, 0.095, 0.294], [-0.143, 0.084, -0.258], [-0.379, -0.199, -0.334], [0.173, -0.138, -0.086], [0.186, -0.214, -0.113], [-0.019, -0.208, 0.031], [-0.067, -0.114, -0.103], [-0.113, 0.085, 0.000], [-0.030, 0.060, -0.222]], "mulliken_charge": [-0.1952, -0.2687, -0.1916, -0.4743, 0.2762, 0.3593, 0.1489, 0.3771, 0.3900, 0.2573, 0.2729, -0.3521, 0.2393, -1.1157, -1.1918, 0.2527, 0.3682, 0.3088, 0.2075, 0.3198, 0.3023, 0.3317, 0.3773]}